# 1
One molecule with the formula C4H5NO at a distorted geometry, computed with ωB97M-V with the def2-TZVPD basis set.

Geometry (Å):
C: 2.142 1.337 -0.159
C: 1.302 0.439 -0.651
O: -0.194 0.736 -0.365
C: -0.885 -0.493 -0.680
C: -1.217 -0.996 0.629
N: -1.616 -1.261 1.691
H: 1.772 2.363 0.414
H: 3.307 1.082 -0.274
H: 1.748 -0.524 -1.325
H: -0.135 -1.188 -1.269
H: -1.880 -0.522 -1.295

Values from the calculation:
- energy above the lowest of the compared OMol25 structures with the same formula, charge and spin (kcal/mol) = 87.7
- HOMO (eV) = -9.980
- energy (Eh) = -285.2748
- multiplicity = 1
- strongest force on any atom (Eh/bohr) = 0.088
- orbital gap (eV) = 10.77
- E_LUMO (eV) = 0.79

=====

# 2
A 2-piece molecular cluster, C5H14O2 overall at a distorted geometry, computed with ωB97M-V with the def2-TZVPD basis set.

Geometry (Å):
C: 0.989 0.224 0.562
C: -0.558 0.377 0.669
C: -0.985 1.712 1.387
C: -1.382 0.097 -0.718
C: -1.590 -1.347 -1.253
O: -2.936 -1.825 -0.746
H: 1.194 -0.636 -0.044
H: 1.470 0.045 1.520
H: 1.655 1.117 0.245
H: -0.941 -0.437 1.369
H: -1.984 1.654 1.725
H: -0.397 1.799 2.392
H: -0.906 2.478 0.549
H: -0.786 0.539 -1.524
H: -2.423 0.509 -0.719
H: -0.872 -2.062 -0.713
H: -1.627 -1.503 -2.328
H: -2.916 -2.741 -0.915
O: 5.367 0.033 -0.579
H: 4.960 -0.696 -0.084
H: 4.668 0.661 -0.798

Values from the calculation:
- energy above the lowest of the compared OMol25 structures with the same formula, charge and spin (kcal/mol) = 33.5
- HOMO (eV) = -10.368
- energy (Eh) = -349.3224
- multiplicity = 1
- strongest force on any atom (Eh/bohr) = 0.075
- orbital gap (eV) = 11.05
- E_LUMO (eV) = 0.68

=====

# 3
One molecule with the formula C10H14N2S at a distorted geometry, computed with ωB97M-V with the def2-TZVPD basis set.

Geometry (Å):
H: 3.334 2.268 1.833
N: 2.896 1.394 1.534
C: 3.237 1.162 0.322
N: 4.121 1.934 -0.426
S: 2.467 -0.172 -0.622
C: 1.391 -0.851 0.633
C: 0.526 -2.040 0.107
C: -0.398 -1.540 -1.042
C: -1.549 -0.652 -0.606
C: -2.478 -0.989 0.355
C: -3.485 -0.168 0.829
C: -3.610 1.095 0.256
C: -2.764 1.431 -0.749
C: -1.704 0.624 -1.166
H: 4.557 2.652 0.138
H: 4.788 1.367 -0.989
H: 2.104 -1.118 1.460
H: 0.801 -0.094 1.067
H: -0.009 -2.558 0.882
H: 1.219 -2.848 -0.293
H: 0.201 -0.969 -1.773
H: -0.858 -2.364 -1.613
H: -2.501 -2.052 0.742
H: -4.146 -0.521 1.644
H: -4.326 1.759 0.648
H: -2.914 2.255 -1.368
H: -0.898 0.995 -1.802

Values from the calculation:
- energy above the lowest of the compared OMol25 structures with the same formula, charge and spin (kcal/mol) = 27.5
- HOMO (eV) = -8.861
- energy (Eh) = -897.1315
- multiplicity = 1
- strongest force on any atom (Eh/bohr) = 0.061
- orbital gap (eV) = 9.55
- E_LUMO (eV) = 0.68

=====

# 4
C6H10 as an isolated structure at a distorted geometry, computed with ωB97M-V with the def2-TZVPD basis set.

Geometry (Å):
C: -1.581 0.551 0.910
C: -1.675 -0.129 -0.384
C: -0.234 -0.121 -0.285
C: 0.810 -1.242 -0.216
C: 1.776 -0.133 0.266
C: 0.879 0.897 -0.476
H: -2.409 0.248 1.582
H: -1.505 1.644 0.919
H: -2.204 0.481 -1.084
H: -2.020 -1.154 -0.223
H: 1.172 -1.641 -1.191
H: 0.566 -2.102 0.407
H: 2.828 -0.194 -0.020
H: 1.669 -0.022 1.345
H: 1.256 1.042 -1.505
H: 0.672 1.875 -0.044

Values from the calculation:
- energy above the lowest of the compared OMol25 structures with the same formula, charge and spin (kcal/mol) = 84.4
- HOMO (eV) = -8.006
- energy (Eh) = -234.4681
- multiplicity = 1
- strongest force on any atom (Eh/bohr) = 0.031
- orbital gap (eV) = 9.07
- E_LUMO (eV) = 1.07

=====

# 5
An isolated ion of composition C9H18NO and charge +1 at a distorted geometry, computed with ωB97M-V with the def2-TZVPD basis set.

Geometry (Å):
C: 2.073 0.780 -1.859
C: 0.619 0.580 -1.517
C: -0.132 0.033 -0.208
C: 0.504 -0.176 1.117
C: 1.740 0.644 1.340
C: 0.783 -1.685 1.280
C: -0.430 0.224 2.305
N: -1.568 0.120 -0.630
C: -2.232 -1.147 -0.962
C: -1.504 1.035 -1.733
O: -0.304 0.900 -2.395
H: 2.748 -0.061 -1.440
H: 2.414 1.645 -1.329
H: 2.063 1.013 -2.992
H: 1.630 1.644 0.888
H: 1.901 0.583 2.422
H: 2.677 0.145 0.940
H: 1.748 -1.879 1.505
H: 0.457 -2.218 0.426
H: 0.094 -2.055 2.006
H: -1.371 -0.225 2.210
H: -0.589 1.239 2.263
H: -0.140 -0.170 3.209
H: -2.045 0.583 0.073
H: -1.987 -1.541 -1.999
H: -2.096 -1.980 -0.205
H: -3.260 -1.013 -1.005
H: -2.414 0.901 -2.368
H: -1.379 2.078 -1.340

Values from the calculation:
- energy above the lowest of the compared OMol25 structures with the same formula, charge and spin (kcal/mol) = 51.7
- HOMO (eV) = -12.122
- energy (Eh) = -483.3386
- multiplicity = 1
- strongest force on any atom (Eh/bohr) = 0.167
- orbital gap (eV) = 9.07
- E_LUMO (eV) = -3.05
- charge = +1